#A
Formula: C2H6N2
Source: the OMol25 dataset
Level of theory: wB97M-V/def2-TZVPD

```
10
Properties=species:S:1:pos:R:3
C 0.03064 -0.29231 0.25040
C 0.64423 1.08781 0.00552
N -1.29610 -0.66585 -0.05645
N -0.17597 -1.34426 -0.76235
H 0.39933 -0.97454 1.91287
H 0.08867 1.44059 -0.81272
H 1.66982 1.20866 -0.30676
H 0.47887 1.66102 0.89384
H -1.78550 -1.29192 0.59990
H -0.05399 -0.82920 -1.72424
```

Summary:
HOMO level = -9.4 eV
Charge = 0
M = 58.08 g mol⁻¹
Multiplicity = 1

=====

#B
Formula: C2H6N2
Source: the OMol25 dataset
Level of theory: wB97M-V/def2-TZVPD

```
10
Properties=species:S:1:pos:R:3
C 1.42066 -2.53310 -3.03873
N 0.42724 -1.89874 -3.54828
H 2.46537 -2.17932 -2.97559
H 1.66052 -3.55605 -2.86168
H -0.32533 -2.62651 -3.62558
C -1.41692 2.44166 3.44206
N -0.18575 2.18652 3.00667
H -1.71948 2.69185 4.54434
H -2.33069 2.53308 2.77917
H 0.00439 2.94062 2.27762
```

Summary:
HOMO level = -9.1 eV
Charge = 0
M = 58.08 g mol⁻¹
SMILES = C=N.C=N
Multiplicity = 1

=====

The structure with the least stability is #A.

=====

#A
Formula: C9H12N2O
Source: the OMol25 dataset
Level of theory: wB97M-V/def2-TZVPD

```
24
Properties=species:S:1:pos:R:3
H -2.81623 -1.58631 -1.44314
N -1.88154 -1.14188 -1.39828
C -1.62832 -0.25117 -0.61128
C -2.86474 0.24993 0.62932
O -3.89256 1.00222 -0.06189
C -0.35807 0.42470 -0.33997
N -0.54699 1.69672 -0.08160
C 0.47840 2.47986 0.17640
C 1.80047 2.09723 -0.06545
C 1.97922 0.75747 -0.30104
C 0.92053 -0.10780 -0.39391
C 1.09809 -1.62228 -0.45481
C 2.14450 -2.11398 0.65222
H -3.22216 -0.66742 1.00940
H -2.33541 0.76757 1.39909
H -3.56212 1.90134 -0.23950
H 0.24312 3.36873 0.68772
H 2.74577 2.60318 0.20269
H 2.94242 0.44086 -0.43162
H 0.13312 -2.19146 -0.15242
H 1.47441 -1.63484 -1.45747
H 2.97593 -2.53055 0.16923
H 1.70739 -2.74845 1.39470
H 2.46477 -1.19367 1.11160
```

Summary:
HOMO level = -8.5 eV
Charge = 0
M = 164.21 g mol⁻¹
SMILES = [H]/N=C(\CO)c1ncccc1CC
Multiplicity = 1

=====

#B
Formula: C9H12N2O
Source: the OMol25 dataset
Level of theory: wB97M-V/def2-TZVPD

```
24
Properties=species:S:1:pos:R:3
C -2.51098 -1.28062 -0.45823
C -2.48400 -1.05815 0.95302
C -2.30012 -0.13786 -1.11981
C 2.11333 -0.08973 0.97442
C 1.52647 -1.28720 0.32788
C 2.01727 1.14292 0.02632
C 0.96688 -0.86038 -1.00034
C 1.41923 0.52671 -1.31610
C -1.83414 2.06106 -0.02167
N -2.30088 0.19953 1.29443
N -2.07886 0.75584 0.08897
O 2.07776 -0.53182 -1.93193
H -2.75091 -2.25405 -0.88897
H -2.80867 -1.76924 1.66760
H 1.64017 0.20736 1.93313
H 3.12057 -0.20339 1.51230
H 2.05024 -2.16206 0.18754
H 0.70007 -1.70419 0.90599
H 1.37546 1.97825 0.54989
H 2.94060 1.54336 -0.23476
H 0.19974 -1.36472 -1.48564
H -2.11533 2.34393 -1.00835
H -1.82422 2.69935 0.84810
H 0.86031 1.24513 -1.80376
```

Summary:
HOMO level = -8.7 eV
Charge = 0
M = 164.21 g mol⁻¹
Multiplicity = 1

=====

The structure with the least stability is #B.

=====

#A
Formula: C2H5P
Source: the OMol25 dataset
Level of theory: wB97M-V/def2-TZVPD

```
8
Properties=species:S:1:pos:R:3
C 0.68022 -0.57802 0.09335
C 0.03996 0.58250 -0.62697
P -0.13781 0.53891 1.22512
H 0.49658 -1.66623 -0.19181
H 1.68150 -0.39726 -0.02076
H 0.64871 1.30874 -0.96821
H -0.90506 0.61970 -1.23159
H -2.50410 -0.40835 1.72087
```

Summary:
HOMO level (spin up / spin down) = -9.6 / -8.4 eV
Charge = 0
M = 60.04 g mol⁻¹
Multiplicity = 1

=====

#B
Formula: C2H5P
Source: the OMol25 dataset
Level of theory: wB97M-V/def2-TZVPD

```
8
Properties=species:S:1:pos:R:3
C -2.40073 -0.44165 -0.04094
P -2.89544 0.25963 1.27694
H -2.24442 -0.83687 -1.04199
C 1.54897 0.29778 -0.07365
H 2.37922 -0.31146 -0.07048
H 1.30072 0.89248 -0.94239
H 0.93016 -0.53762 -0.02465
H 1.38153 0.67772 0.91716
```

Summary:
HOMO level = -10.1 eV
Charge = 0
M = 60.04 g mol⁻¹
SMILES = C#P.C
Multiplicity = 1

=====

The structure with the least stability is #A.

=====

#A
Formula: C40H36ClN5O2PS2Ti
Source: the OMol25 dataset
Level of theory: wB97M-V/def2-TZVPD

```
88
Properties=species:S:1:pos:R:3
Ti 0.01570 -0.00040 0.31190
C -0.82040 -0.90310 5.65380
N 0.12350 0.10640 5.28250
C 0.55530 1.14190 6.05670
C 1.43390 1.87350 5.33650
N 1.56710 1.27610 4.09270
C 0.73320 0.17930 4.05810
S 0.48460 -0.93060 2.83460
C 2.35800 1.71450 3.04420
C 2.80130 3.04400 2.99270
C 3.57850 3.43490 1.92710
C 3.94210 2.48470 0.96780
C 3.47350 1.19060 1.12010
N 2.68840 0.80290 2.11180
H -0.92230 -0.91580 6.73760
H -0.45910 -1.86780 5.29790
H -1.79550 -0.71170 5.19880
H 0.20810 1.27360 7.06030
H 1.99400 2.73770 5.62800
H 2.49550 3.76090 3.73970
H 3.90200 4.46410 1.84170
H 4.53990 2.74660 0.11210
H 3.74930 0.41960 0.41460
O 3.16010 0.70820 -2.21090
C 1.99270 0.53280 -1.89950
O 1.58220 0.05680 -0.79640
C 0.86910 0.89500 -2.90440
P -0.56910 -0.19720 -2.50020
C -1.88850 0.45200 -3.59970
C -1.76470 1.51120 -4.49060
C -2.86410 1.94110 -5.21600
C -4.09170 1.31980 -5.07090
C -4.22610 0.26260 -4.18470
C -3.13450 -0.16020 -3.45700
C -0.13730 -1.71010 -3.45130
C 0.99600 -2.42890 -3.06940
C 1.26420 -3.66020 -3.63580
C 0.42140 -4.19010 -4.59840
C -0.68270 -3.46570 -5.01200
C -0.96160 -2.23740 -4.44320
H 1.23490 0.80760 -3.93000
H 0.57420 1.93080 -2.70380
H -0.81830 2.01690 -4.62060
H -2.75610 2.76540 -5.90780
H -4.94210 1.66110 -5.64160
H -5.18060 -0.22510 -4.05920
H -3.23900 -0.96580 -2.74420
H 1.65720 -2.03250 -2.30960
H 2.12650 -4.22300 -3.31190
H 0.62100 -5.16520 -5.01560
H -1.34370 -3.86110 -5.77050
H -1.83560 -1.69150 -4.76880
Cl -0.61620 2.31180 2.00850
C 0.23740 2.11980 0.43440
H 1.24910 2.51170 0.61260
H -0.24300 2.86460 -0.21890
N 1.59770 -6.83540 0.73990
C 0.51840 -6.27400 0.06710
S -0.59250 -7.32510 -0.62940
C 0.41930 -4.86780 -0.00990
C -0.74320 -4.23160 -0.51420
C -0.85880 -2.87390 -0.49330
N 0.08980 -2.04400 0.00770
C 1.23520 -2.63270 0.42190
C 1.44070 -3.98250 0.43280
H 1.48240 -7.82960 0.87610
H 1.89260 -6.34370 1.57210
H -1.53930 -4.85710 -0.88500
H -1.74500 -2.38270 -0.89040
H 2.02320 -1.96070 0.75900
H 2.39040 -4.36970 0.76870
C -5.08860 2.21560 -1.52810
C -3.73280 2.51080 -1.72490
C -2.76720 1.79800 -1.06560
C -3.08430 0.76870 -0.14960
C -2.05920 -0.00370 0.49180
C -2.51570 -0.94980 1.40150
C -3.87410 -1.14330 1.70270
C -4.84280 -0.42260 1.06160
C -4.47170 0.53600 0.09950
C -5.44880 1.25830 -0.62120
H -5.84040 2.75070 -2.09380
H -3.46050 3.29180 -2.42420
H -1.72050 2.01620 -1.24250
H -1.81790 -1.59720 1.93320
H -4.15300 -1.88540 2.44250
H -5.89460 -0.58060 1.27060
H -6.49460 1.03510 -0.43620
```

Summary:
HOMO level (spin up / spin down) = -2.5 / -4.7 eV
Charge = -1
M = 797.19 g mol⁻¹
Multiplicity = 3

=====

#B
Formula: C40H36ClN5O2PS2Ti
Source: the OMol25 dataset
Level of theory: wB97M-V/def2-TZVPD

```
88
Properties=species:S:1:pos:R:3
Ti 1.08937 -0.60043 0.85195
C -4.12587 2.00552 -1.87686
N -3.62865 0.71331 -1.44942
C -3.50877 -0.38597 -2.28220
C -2.99890 -1.38754 -1.54998
N -2.76965 -0.88123 -0.27139
C -3.18176 0.42532 -0.19970
S -3.19750 1.42082 1.14928
C -2.42801 -1.68781 0.84749
C -3.24585 -2.77407 1.11831
C -2.94263 -3.57332 2.20291
C -1.86154 -3.22782 2.99356
C -1.10444 -2.12743 2.63463
N -1.35045 -1.37071 1.55702
H -5.14680 1.90103 -2.24459
H -3.50370 2.39705 -2.68123
H -4.10731 2.67067 -1.01723
H -3.71994 -0.31496 -3.33629
H -2.71214 -2.38848 -1.81380
H -4.09865 -2.96795 0.48323
H -3.54956 -4.43999 2.43079
H -1.58166 -3.80549 3.86279
H -0.23501 -1.85160 3.21642
O 1.21543 0.72685 4.80304
C 0.95328 0.78895 3.62071
O 1.16750 -0.17572 2.76550
C 0.32972 2.03585 3.00443
P 1.01133 2.28055 1.31961
C -0.03209 3.59329 0.60324
C -0.95352 4.33413 1.33729
C -1.75946 5.27372 0.71123
C -1.64796 5.49132 -0.65427
C -0.72014 4.77140 -1.39430
C 0.08149 3.82874 -0.76790
C 2.59034 3.14218 1.64286
C 2.99771 4.23902 0.88880
C 4.24172 4.81499 1.09611
C 5.09847 4.30216 2.05868
C 4.70113 3.20926 2.81433
C 3.45819 2.62983 2.60703
H 0.43772 2.88286 3.67963
H -0.73366 1.81670 2.85047
H -1.06461 4.16752 2.40039
H -2.48608 5.82817 1.29173
H -2.28572 6.21821 -1.14201
H -0.62831 4.92902 -2.46195
H 0.78892 3.25301 -1.35326
H 2.34256 4.64990 0.13102
H 4.54225 5.66624 0.49789
H 6.07136 4.75026 2.21717
H 5.36074 2.79696 3.56747
H 3.17989 1.77121 3.20475
Cl 3.61231 0.99908 -0.84709
C 3.20547 -0.30459 0.36747
H 3.75776 -0.01885 1.26823
H 3.68780 -1.20169 -0.02562
N -0.21985 -0.49884 -6.17714
C -0.84319 0.20442 -5.15759
S -2.24961 1.08010 -5.52633
C -0.29665 0.08901 -3.85641
C -0.78644 0.87323 -2.77627
C -0.38322 0.63373 -1.50377
N 0.53662 -0.31147 -1.16424
C 1.11136 -0.98249 -2.19757
C 0.73889 -0.83031 -3.50098
H -0.54143 -0.23607 -7.09446
H 0.77873 -0.61640 -6.10248
H -1.50372 1.65428 -2.98098
H -0.80230 1.20043 -0.68219
H 1.88330 -1.69101 -1.92095
H 1.21756 -1.46177 -4.23674
C -0.66237 -5.99730 -1.01226
C -0.87318 -4.66148 -1.41423
C -0.23291 -3.63984 -0.76952
C 0.66647 -3.87065 0.30560
C 1.33555 -2.78582 0.96992
C 2.20605 -3.14639 1.97867
C 2.42111 -4.48488 2.38249
C 1.76681 -5.50558 1.75837
C 0.87625 -5.22301 0.69435
C 0.19301 -6.26496 0.01779
H -1.17025 -6.80434 -1.52639
H -1.53609 -4.45326 -2.24665
H -0.38750 -2.61720 -1.09024
H 2.74300 -2.37129 2.52048
H 3.10872 -4.69463 3.19456
H 1.92274 -6.53732 2.05511
H 0.37040 -7.28839 0.33175
```

Summary:
HOMO level (spin up / spin down) = -3.2 / -5.4 eV
Charge = -1
M = 797.19 g mol⁻¹
Multiplicity = 3

=====

The structure with the least stability is #A.